Entry 1:
The following is a quantum chemistry calculation of C17H19ClN2O2S in the gas phase in a non-equilibrium geometry, from the Open Molecules 2025 dataset.

The geometry in XYZ format:
```
42
Properties=species:S:1:pos:R:3:forces:R:3
N 4.68429 -1.22268 0.07777 0.0 0.0 0.0
C -2.08716 0.68936 1.20650 -0.1 0.0 -0.2
C -2.08255 0.72676 -1.19855 0.1 0.0 0.1
H -0.16559 1.00732 2.13171 0.0 0.0 0.1
H 3.40653 -0.81889 -2.26601 0.0 0.1 0.0
H 1.37041 -1.16333 0.77826 0.0 -0.2 0.0
C -2.78181 0.58747 0.00157 0.3 0.0 0.1
C 3.52569 -1.26690 0.95641 -0.1 -0.1 0.0
C -0.72348 0.92203 1.21217 0.2 0.1 0.1
H 6.75440 -1.35314 0.12938 0.1 0.0 0.0
H 3.33430 0.96253 -2.12329 0.1 -0.1 -0.1
Cl -8.67446 -0.41689 -0.02345 -0.2 0.0 0.0
O 2.17522 1.46425 1.34131 -0.2 -0.2 0.0
H -4.16354 -1.07386 -1.61440 0.1 -0.1 -0.1
C -0.72085 0.96246 -1.19337 -0.1 0.0 -0.1
H -6.59018 -1.48060 -1.62898 -0.1 -0.1 0.0
H -0.16243 1.08572 -2.10716 0.0 0.0 -0.2
H 3.55624 -2.20067 1.52349 0.0 0.0 0.0
H 5.90766 -2.30011 1.36161 0.1 0.0 0.1
C -4.79807 -0.54739 -0.91754 0.0 0.1 0.1
H -4.64893 1.69653 1.60183 0.0 0.1 0.1
H 4.66556 0.89850 -0.06461 0.1 0.0 0.0
H -2.61694 0.67210 -2.13496 0.0 0.0 -0.1
C -6.43073 0.76456 0.89766 -0.1 -0.1 0.0
C -5.06754 0.98956 0.90172 0.1 -0.1 -0.1
C -4.23160 0.34029 -0.00476 -0.3 -0.1 0.0
H 2.17097 -2.11957 -0.49533 -0.1 0.1 0.1
H 6.06122 -0.53776 1.55113 0.0 0.0 0.0
H 5.54628 0.02034 -1.34752 0.0 0.1 0.0
C 5.91669 -1.35229 0.82521 -0.1 0.0 0.0
C 3.40194 0.02569 -1.57074 0.6 0.4 -0.2
C -6.15886 -0.78638 -0.92500 -0.1 0.0 0.0
C 4.66089 0.00009 -0.70788 -0.1 -0.1 -0.2
O 1.99841 2.42189 -0.91964 0.0 -0.1 -0.3
C -6.97154 -0.12636 -0.01637 0.3 0.0 0.0
H -7.07328 1.27659 1.59658 -0.1 0.0 0.0
H 3.51994 -0.42035 1.66231 0.1 -0.2 0.0
S 1.71147 1.34742 -0.01554 -0.4 -0.3 -0.2
C 2.24309 -1.22100 0.12531 0.0 -0.4 0.6
N 2.20722 -0.07656 -0.75886 -0.4 0.9 0.3
C -0.05276 1.05644 0.01245 0.5 0.0 0.1
H -2.61616 0.56683 2.13959 0.0 0.0 0.1
```
Positions in Å, forces in eV/Å.

Values from the calculation:
SMILES string: CN1CCN(S(=O)(=O)c2ccc(-c3ccc(Cl)cc3)cc2)CC1
LUMO (Eh): 0.0059
Gap between HOMO and LUMO (eV): 8.84
Energy relative to the best compared isomer or geometry (same formula, charge and spin) (kcal per mole): 42.07
Total charge: 0
HOMO energy (eV): -8.68

Atom charges from the Mulliken analysis, given in e for atoms 1 to 5: -0.17 -0.75 -0.69 0.54 0.39

=====

Entry 2:
The following is a quantum chemistry calculation of 2 unconnected molecules or ions with the total composition C17H19N in a non-equilibrium geometry, from the Open Molecules 2025 dataset.

The geometry in XYZ format:
```
37
Properties=species:S:1:pos:R:3:forces:R:3
H 0.79491 -0.33004 -1.49524 -0.3 0.2 0.0
H 2.59102 2.99317 2.94614 0.7 -1.2 -2.4
H 0.71232 1.93588 -2.18074 -1.1 -0.3 -0.7
H -0.43067 0.47552 4.57866 -1.7 0.1 1.4
C 2.43135 -0.36261 2.24317 2.8 2.9 -0.9
H -3.28980 1.58052 -3.80059 0.1 0.5 0.1
H 4.64129 1.66203 1.00679 0.5 0.0 -0.1
C 0.94687 1.24762 3.28993 -1.0 1.1 2.9
H -4.26130 -0.87191 -3.13415 -0.2 -0.2 0.0
H 2.34355 2.54075 1.14787 0.3 0.3 -0.4
C -2.36116 1.27274 -3.33141 -1.3 -2.2 -0.5
H -1.33646 -3.67072 -0.88800 0.4 -0.9 0.4
C -1.66817 -1.85142 -1.64224 -1.3 0.1 -2.1
C 0.29881 0.18323 3.90811 -0.1 -1.7 -1.5
H 4.91063 2.66777 2.48415 0.7 1.2 -0.3
H 3.47655 -0.44550 1.68642 -2.6 -0.3 1.0
C -0.08636 0.04740 -2.01186 1.0 1.5 -1.2
N -3.31204 -1.18948 -3.07052 1.9 3.3 -0.6
H -1.16323 3.19853 -3.05474 -0.6 -2.0 -0.2
H 1.94121 -2.43020 2.44633 0.0 0.5 0.1
C 1.70853 -1.38783 2.71277 -2.6 -1.6 1.2
H -1.74502 -2.45218 0.32715 0.6 -0.3 -0.3
H -0.05750 -2.50726 -0.28221 -1.0 -0.2 -0.5
C -0.19283 1.32687 -2.49695 3.2 3.1 2.0
C -1.29757 2.05919 -2.98762 1.6 0.2 0.1
H 0.69086 2.30085 3.72373 0.5 -1.9 -1.3
H 0.03621 -2.04707 3.89930 -0.6 -0.1 0.6
H 4.54080 1.09963 2.68466 0.2 -1.3 0.4
C -1.12993 -2.66330 -0.58034 1.0 -0.2 2.2
C 0.53687 -1.16424 3.57798 2.9 1.5 -1.4
C -2.27051 -0.13080 -3.04112 -0.7 -0.5 0.1
C -2.91117 -2.10495 -2.13941 0.6 0.5 0.4
C 2.81934 2.20506 2.06526 0.4 0.5 3.3
C -1.17243 -0.67900 -2.31484 -3.4 -1.6 0.7
C 4.34835 1.89651 2.02072 -1.7 0.8 -0.5
H -3.63916 -2.79502 -1.80766 -0.4 -0.9 0.3
C 2.07136 1.00913 2.59548 1.4 -0.9 -2.2
```
Positions in Å, forces in eV/Å.

Values from the calculation:
LUMO (alpha / beta) (Eh): 0.1177 / 0.1127
Gap between HOMO and LUMO (alpha / beta) (eV): 2.08 / 8.09
Energy relative to the best compared isomer or geometry (same formula, charge and spin) (kcal per mole): 60.18
Total charge: -1
HOMO energy (alpha / beta) (eV): 1.12 / -5.02
Spin multiplicity: 2

Atom charges from the Mulliken analysis, given in e for atoms 1 to 5: 0.32 0.13 0.61 0.51 -1.65

=====

Entry 3:
The following is a quantum chemistry calculation of 2 unconnected molecules or ions with the total composition C17H19N in a non-equilibrium geometry, from the Open Molecules 2025 dataset.

The geometry in XYZ format:
```
37
Properties=species:S:1:pos:R:3:forces:R:3
C -1.49575 2.86525 3.99167 -1.3 -1.1 0.1
H -1.88921 -0.03809 0.33166 -0.2 -0.4 0.2
H 1.87831 4.64476 -0.01919 -0.3 0.6 0.8
C -1.53823 -0.93908 -0.16117 0.5 -1.1 -1.0
H -2.48861 2.75732 4.45285 0.2 0.4 0.3
C 1.36495 -2.26939 -2.17437 -0.4 -0.7 -0.2
H 3.20767 2.65692 0.83522 0.3 0.5 -1.2
N -0.05531 -4.04811 -2.51123 -0.1 0.3 1.2
C -1.97756 -3.24782 -1.02405 1.5 1.0 0.1
H -2.38798 2.10492 2.06417 0.0 -0.7 0.5
C 2.58553 -1.40456 -2.11369 -1.0 -0.5 0.7
C -0.31054 -0.89977 -0.78900 -0.8 0.5 -0.5
H 0.14934 0.08096 -0.80019 0.8 -0.3 0.0
H -2.49951 -4.17979 -0.91832 -0.4 -0.1 -0.3
H -3.18182 -2.10773 0.35568 0.1 -0.5 -0.4
C 2.13447 2.74845 0.78155 -0.8 -0.7 1.8
C -2.28427 -2.13639 -0.27254 -1.6 1.0 1.6
H 2.82146 -1.33621 -1.03965 0.5 -0.1 -0.4
C 0.10571 4.03787 1.12257 0.4 -0.9 0.0
H -0.06481 -4.93971 -2.03504 -0.1 -0.5 -0.6
C -0.76075 -3.10665 -1.71132 1.0 -0.6 -0.3
C 1.24535 -3.52575 -2.65901 0.3 0.1 -0.3
H 3.34763 -1.90274 -2.70964 0.3 0.5 0.2
H 2.35490 -0.37899 -2.39368 0.2 0.0 -0.5
H -0.36509 0.75148 2.04644 0.1 0.0 0.3
C 0.17223 1.63934 1.75496 2.1 1.3 -1.7
H -1.01659 3.78303 4.31619 0.1 0.0 0.1
C -1.75670 2.87816 2.48818 0.4 1.8 -1.0
H 2.01317 -4.12407 -3.12380 -0.1 -0.1 -0.1
H -0.95819 1.98489 4.36474 0.3 0.3 -0.4
C 1.50534 1.61348 1.28404 -0.7 -0.7 0.6
H -2.37393 3.78226 2.29821 0.5 -0.2 -0.1
C 1.40381 3.93758 0.66766 1.1 -0.1 -1.6
H 2.07745 0.68869 1.36537 -0.1 0.2 0.0
C 0.09909 -2.01093 -1.54846 -0.6 1.3 0.6
H -0.50670 4.92215 1.01421 0.1 0.1 0.0
C -0.42350 2.89533 1.70621 -2.6 -0.9 1.5
```
Positions in Å, forces in eV/Å.

Values from the calculation:
SMILES string: Cc1c[nH]c2ccccc12.CCc1ccccc1
LUMO (Eh): 0.0332
Gap between HOMO and LUMO (eV): 8.92
Energy relative to the best compared isomer or geometry (same formula, charge and spin) (kcal per mole): 36.60
Total charge: 0
HOMO energy (eV): -8.02

Atom charges from the Mulliken analysis, given in e for atoms 1 to 5: -1.06 0.58 0.32 -0.90 0.35

=====

Which of these has the lowest energy relative to the best compared isomer or geometry (same formula, charge and spin)? number 3

=====

Repeat the first record exactly.
The following is a quantum chemistry calculation of C17H19ClN2O2S in the gas phase in a non-equilibrium geometry, from the Open Molecules 2025 dataset.

The geometry in XYZ format:
```
42
Properties=species:S:1:pos:R:3:forces:R:3
N 4.68429 -1.22268 0.07777 0.0 0.0 0.0
C -2.08716 0.68936 1.20650 -0.1 0.0 -0.2
C -2.08255 0.72676 -1.19855 0.1 0.0 0.1
H -0.16559 1.00732 2.13171 0.0 0.0 0.1
H 3.40653 -0.81889 -2.26601 0.0 0.1 0.0
H 1.37041 -1.16333 0.77826 0.0 -0.2 0.0
C -2.78181 0.58747 0.00157 0.3 0.0 0.1
C 3.52569 -1.26690 0.95641 -0.1 -0.1 0.0
C -0.72348 0.92203 1.21217 0.2 0.1 0.1
H 6.75440 -1.35314 0.12938 0.1 0.0 0.0
H 3.33430 0.96253 -2.12329 0.1 -0.1 -0.1
Cl -8.67446 -0.41689 -0.02345 -0.2 0.0 0.0
O 2.17522 1.46425 1.34131 -0.2 -0.2 0.0
H -4.16354 -1.07386 -1.61440 0.1 -0.1 -0.1
C -0.72085 0.96246 -1.19337 -0.1 0.0 -0.1
H -6.59018 -1.48060 -1.62898 -0.1 -0.1 0.0
H -0.16243 1.08572 -2.10716 0.0 0.0 -0.2
H 3.55624 -2.20067 1.52349 0.0 0.0 0.0
H 5.90766 -2.30011 1.36161 0.1 0.0 0.1
C -4.79807 -0.54739 -0.91754 0.0 0.1 0.1
H -4.64893 1.69653 1.60183 0.0 0.1 0.1
H 4.66556 0.89850 -0.06461 0.1 0.0 0.0
H -2.61694 0.67210 -2.13496 0.0 0.0 -0.1
C -6.43073 0.76456 0.89766 -0.1 -0.1 0.0
C -5.06754 0.98956 0.90172 0.1 -0.1 -0.1
C -4.23160 0.34029 -0.00476 -0.3 -0.1 0.0
H 2.17097 -2.11957 -0.49533 -0.1 0.1 0.1
H 6.06122 -0.53776 1.55113 0.0 0.0 0.0
H 5.54628 0.02034 -1.34752 0.0 0.1 0.0
C 5.91669 -1.35229 0.82521 -0.1 0.0 0.0
C 3.40194 0.02569 -1.57074 0.6 0.4 -0.2
C -6.15886 -0.78638 -0.92500 -0.1 0.0 0.0
C 4.66089 0.00009 -0.70788 -0.1 -0.1 -0.2
O 1.99841 2.42189 -0.91964 0.0 -0.1 -0.3
C -6.97154 -0.12636 -0.01637 0.3 0.0 0.0
H -7.07328 1.27659 1.59658 -0.1 0.0 0.0
H 3.51994 -0.42035 1.66231 0.1 -0.2 0.0
S 1.71147 1.34742 -0.01554 -0.4 -0.3 -0.2
C 2.24309 -1.22100 0.12531 0.0 -0.4 0.6
N 2.20722 -0.07656 -0.75886 -0.4 0.9 0.3
C -0.05276 1.05644 0.01245 0.5 0.0 0.1
H -2.61616 0.56683 2.13959 0.0 0.0 0.1
```
Positions in Å, forces in eV/Å.

Values from the calculation:
SMILES string: CN1CCN(S(=O)(=O)c2ccc(-c3ccc(Cl)cc3)cc2)CC1
LUMO (Eh): 0.0059
Gap between HOMO and LUMO (eV): 8.84
Energy relative to the best compared isomer or geometry (same formula, charge and spin) (kcal per mole): 42.07
Total charge: 0
HOMO energy (eV): -8.68

Atom charges from the Mulliken analysis, given in e for atoms 1 to 5: -0.17 -0.75 -0.69 0.54 0.39

=====

Copy entry 3 word for word.
The following is a quantum chemistry calculation of 2 unconnected molecules or ions with the total composition C17H19N in a non-equilibrium geometry, from the Open Molecules 2025 dataset.

The geometry in XYZ format:
```
37
Properties=species:S:1:pos:R:3:forces:R:3
C -1.49575 2.86525 3.99167 -1.3 -1.1 0.1
H -1.88921 -0.03809 0.33166 -0.2 -0.4 0.2
H 1.87831 4.64476 -0.01919 -0.3 0.6 0.8
C -1.53823 -0.93908 -0.16117 0.5 -1.1 -1.0
H -2.48861 2.75732 4.45285 0.2 0.4 0.3
C 1.36495 -2.26939 -2.17437 -0.4 -0.7 -0.2
H 3.20767 2.65692 0.83522 0.3 0.5 -1.2
N -0.05531 -4.04811 -2.51123 -0.1 0.3 1.2
C -1.97756 -3.24782 -1.02405 1.5 1.0 0.1
H -2.38798 2.10492 2.06417 0.0 -0.7 0.5
C 2.58553 -1.40456 -2.11369 -1.0 -0.5 0.7
C -0.31054 -0.89977 -0.78900 -0.8 0.5 -0.5
H 0.14934 0.08096 -0.80019 0.8 -0.3 0.0
H -2.49951 -4.17979 -0.91832 -0.4 -0.1 -0.3
H -3.18182 -2.10773 0.35568 0.1 -0.5 -0.4
C 2.13447 2.74845 0.78155 -0.8 -0.7 1.8
C -2.28427 -2.13639 -0.27254 -1.6 1.0 1.6
H 2.82146 -1.33621 -1.03965 0.5 -0.1 -0.4
C 0.10571 4.03787 1.12257 0.4 -0.9 0.0
H -0.06481 -4.93971 -2.03504 -0.1 -0.5 -0.6
C -0.76075 -3.10665 -1.71132 1.0 -0.6 -0.3
C 1.24535 -3.52575 -2.65901 0.3 0.1 -0.3
H 3.34763 -1.90274 -2.70964 0.3 0.5 0.2
H 2.35490 -0.37899 -2.39368 0.2 0.0 -0.5
H -0.36509 0.75148 2.04644 0.1 0.0 0.3
C 0.17223 1.63934 1.75496 2.1 1.3 -1.7
H -1.01659 3.78303 4.31619 0.1 0.0 0.1
C -1.75670 2.87816 2.48818 0.4 1.8 -1.0
H 2.01317 -4.12407 -3.12380 -0.1 -0.1 -0.1
H -0.95819 1.98489 4.36474 0.3 0.3 -0.4
C 1.50534 1.61348 1.28404 -0.7 -0.7 0.6
H -2.37393 3.78226 2.29821 0.5 -0.2 -0.1
C 1.40381 3.93758 0.66766 1.1 -0.1 -1.6
H 2.07745 0.68869 1.36537 -0.1 0.2 0.0
C 0.09909 -2.01093 -1.54846 -0.6 1.3 0.6
H -0.50670 4.92215 1.01421 0.1 0.1 0.0
C -0.42350 2.89533 1.70621 -2.6 -0.9 1.5
```
Positions in Å, forces in eV/Å.

Values from the calculation:
SMILES string: Cc1c[nH]c2ccccc12.CCc1ccccc1
LUMO (Eh): 0.0332
Gap between HOMO and LUMO (eV): 8.92
Energy relative to the best compared isomer or geometry (same formula, charge and spin) (kcal per mole): 36.60
Total charge: 0
HOMO energy (eV): -8.02

Atom charges from the Mulliken analysis, given in e for atoms 1 to 5: -1.06 0.58 0.32 -0.90 0.35